A cluster of 2 separate species, C4H12 in total at a distorted geometry, computed with wB97M-V/def2-TZVPD.

The geometry in XYZ format:
```
16
Properties=species:S:1:pos:R:3:forces:R:3:mulliken_charge:R:1
C 2.4188 -0.5797 0.9611 1.30 0.09 1.39 -0.674
C 1.1344 -0.6944 1.8995 -2.25 -0.64 -1.68 -0.628
H 2.8190 -1.5996 0.9489 0.32 0.24 -0.20 0.233
H 3.3792 0.1257 1.2971 -2.96 -1.61 -0.53 0.225
H 2.1751 -0.3330 -0.0814 -0.11 0.10 0.46 0.235
H 0.3224 0.0415 1.5317 1.45 -0.72 1.11 0.100
H 1.2989 -0.6498 2.9808 0.20 0.46 -0.36 0.322
H 0.4897 -1.7224 1.7905 2.06 2.06 -0.16 0.217
C -2.0544 0.4210 -2.1189 -0.09 -3.46 1.22 -0.729
C -1.4986 0.9671 -0.8221 3.22 0.71 0.20 -0.705
H -2.2427 1.1928 -2.8002 -0.52 0.84 -1.21 0.271
H -3.0521 -0.1579 -1.8065 2.10 1.21 -1.21 0.202
H -1.3079 -0.3630 -2.5700 -1.57 1.53 0.61 0.234
H -1.0096 1.9768 -0.7339 -0.68 -0.54 -1.08 0.338
H -0.6655 0.3744 -0.3959 -0.55 -0.28 -0.37 -0.027
H -2.2067 1.0004 -0.0808 -1.91 -0.01 1.80 0.386
```
Positions in Å, forces in eV/Å.

- HOMO energy (eV) = -11.20
- SMILES = CC.CC
- ΔE to the lowest compared entry with this formula, charge and spin (kJ/mol) = 150.9
- LUMO (eV) = 1.079